# 1
Density functional theory data (ωB97M-V/def2-TZVPD) for the molecule C30H50.

The geometry in ORCA input format:
```
! RIJCOSX wB97M-V def2-TZVPD def2/J DEFGRID3
* xyz 0 1
C -2.331 1.011 3.263
C -3.395 1.060 2.205
C -4.672 0.363 2.573
C -3.203 1.693 1.055
C -4.191 1.814 -0.068
C -3.688 2.755 -1.170
C -2.377 2.311 -1.761
C -2.375 0.975 -2.446
C -1.289 3.067 -1.667
C 0.058 2.745 -2.245
C 1.180 3.639 -1.701
C 1.788 3.164 -0.403
C 0.809 2.813 0.676
C 3.109 3.129 -0.269
C 3.920 2.747 0.930
C 5.098 1.839 0.543
C 4.593 0.557 -0.040
C 4.662 -0.648 0.513
C 5.318 -0.914 1.841
C 4.024 -1.831 -0.158
C 2.680 -2.175 0.514
C 1.976 -3.255 -0.244
C 1.007 -3.067 -1.134
C 0.465 -1.704 -1.462
C 0.371 -4.240 -1.830
C -0.847 -4.764 -1.043
C -1.948 -3.754 -0.971
C -2.299 -3.028 0.083
C -1.629 -3.101 1.425
C -3.447 -2.064 0.021
H -2.045 -0.021 3.469
H -1.446 1.563 2.958
H -2.706 1.438 4.193
H -4.456 -0.602 3.031
H -5.309 0.205 1.708
H -5.223 0.958 3.303
H -2.251 2.175 0.876
H -4.388 0.827 -0.498
H -5.143 2.196 0.311
H -3.581 3.760 -0.757
H -4.441 2.798 -1.963
H -3.383 0.693 -2.742
H -1.746 0.996 -3.333
H -1.989 0.204 -1.779
H -1.363 4.028 -1.173
H 0.003 2.886 -3.331
H 0.309 1.696 -2.074
H 1.973 3.712 -2.449
H 0.783 4.650 -1.555
H 0.131 2.034 0.333
H 0.210 3.688 0.930
H 1.305 2.468 1.578
H 3.716 3.429 -1.116
H 4.318 3.658 1.391
H 3.312 2.234 1.676
H 5.714 2.356 -0.198
H 5.712 1.651 1.424
H 4.090 0.669 -0.992
H 5.304 -1.976 2.069
H 6.355 -0.581 1.833
H 4.802 -0.385 2.642
H 3.839 -1.609 -1.210
H 4.684 -2.701 -0.107
H 2.866 -2.504 1.539
H 2.071 -1.272 0.552
H 2.337 -4.260 -0.061
H 0.007 -1.250 -0.584
H -0.289 -1.768 -2.242
H 1.262 -1.045 -1.803
H 1.095 -5.053 -1.922
H 0.051 -3.952 -2.833
H -0.521 -5.058 -0.045
H -1.224 -5.657 -1.550
H -2.489 -3.617 -1.900
H -0.587 -3.395 1.340
H -2.142 -3.821 2.064
H -1.674 -2.129 1.914
H -3.112 -1.062 0.289
H -3.889 -2.037 -0.972
H -4.217 -2.354 0.736
*
```

- E_HOMO: -0.3068 Eh
- Relative energy (zero: lowest compared OMol25 entry of this formula, charge and spin): 24.3 kJ/mol
- Kohn-Sham gap: 9.159 eV
- Total energy: -1173.02458 Ha
- LUMO level: 0.81 eV
- SMILES: CC(C)=CCC/C(C)=C/CC/C(C)=C/CC/C=C(\C)CC/C=C(\C)CCC=C(C)C

Atomic partial charges in e from the Löwdin method, atoms 1 to 5:
1. C -0.06
2. C -0.36
3. C -0.06
4. C -0.08
5. C -0.19

---

# 2
Density functional theory data (ωB97M-V/def2-TZVPD) for C30H50BCoN3O3P2S as an isolated structure in a non-equilibrium geometry.

The geometry in ORCA input format:
```
! RIJCOSX wB97M-V def2-TZVPD def2/J DEFGRID3
* xyz 0 2
Co 0.007 0.246 0.404
C 4.227 -1.329 -0.237
C 3.755 0.031 -0.762
C 2.954 -0.198 -2.055
C 4.970 0.910 -1.051
P 2.460 0.757 0.412
C 2.433 2.537 -0.158
N 1.061 2.961 -0.206
B -0.035 2.250 0.375
N -1.213 2.892 -0.130
C -2.540 2.361 0.048
P -2.381 0.499 0.135
C -2.507 -0.055 -1.659
C -2.140 -1.548 -1.681
C -1.424 0.708 -2.434
C -3.865 0.176 -2.316
C -3.921 0.062 1.124
C -4.211 -1.437 0.992
C -5.161 0.872 0.754
C -3.529 0.354 2.582
C -0.844 3.915 -0.992
C -1.602 4.770 -1.776
C -0.937 5.659 -2.613
C 0.451 5.696 -2.666
C 1.221 4.846 -1.879
C 0.569 3.955 -1.043
C 3.145 0.914 2.168
C 4.597 1.387 2.222
C 2.257 1.916 2.915
C 3.023 -0.442 2.881
H 4.819 -1.828 -1.007
H 3.386 -1.982 0.002
H 4.854 -1.227 0.649
H 3.594 -0.653 -2.815
H 2.558 0.733 -2.469
H 2.113 -0.873 -1.877
H 5.597 0.395 -1.782
H 5.572 1.079 -0.161
H 4.704 1.877 -1.476
H 2.863 2.600 -1.159
H 3.037 3.163 0.503
H -3.203 2.667 -0.763
H -2.971 2.707 0.989
H -1.161 -1.709 -1.220
H -2.089 -1.904 -2.712
H -2.866 -2.161 -1.150
H -0.445 0.629 -1.940
H -1.656 1.766 -2.560
H -1.321 0.270 -3.430
H -4.628 -0.480 -1.895
H -3.790 -0.047 -3.383
H -4.195 1.211 -2.217
H -4.628 -1.684 0.015
H -4.940 -1.735 1.748
H -3.308 -2.033 1.142
H -5.479 0.695 -0.272
H -5.013 1.944 0.890
H -5.979 0.568 1.411
H -2.633 -0.204 2.866
H -4.339 0.051 3.248
H -3.337 1.414 2.757
H -2.684 4.752 -1.753
H -1.511 6.332 -3.237
H 0.940 6.394 -3.332
H 2.302 4.883 -1.935
H 4.753 2.297 1.641
H 5.282 0.616 1.869
H 4.857 1.606 3.260
H 2.432 2.945 2.595
H 2.475 1.859 3.984
H 1.198 1.691 2.770
H 3.466 -1.262 2.313
H 1.979 -0.674 3.093
H 3.543 -0.394 3.840
N 0.397 -1.841 1.081
C 0.033 -3.202 0.777
C -1.154 -3.728 1.265
C -1.477 -5.055 1.010
C -0.612 -5.844 0.275
C 0.561 -5.318 -0.239
C 0.879 -3.991 0.009
S -0.935 -7.628 0.098
O 0.210 -8.197 0.790
O -0.945 -7.847 -1.337
O -2.208 -7.826 0.763
H 1.401 -1.753 1.069
H 0.068 -1.608 2.014
H -1.819 -3.100 1.852
H -2.385 -5.506 1.387
H 1.223 -5.954 -0.811
H 1.790 -3.562 -0.399
*
```

- E_HOMO (alpha / beta): -0.2650 / -0.2650 Eh
- Relative energy (zero: lowest compared OMol25 entry of this formula, charge and spin): 0.0 kJ/mol
- Kohn-Sham gap (alpha / beta): 6.161 / 6.792 eV
- Total energy: -4051.67935 Ha
- LUMO level (alpha / beta): -1.05 / -0.42 eV

Atomic partial charges in e from the Löwdin method, atoms 1 to 5:
1. Co 0.25
2. C -0.08
3. C -0.68
4. C -0.10
5. C -0.07

---

# 3
Density functional theory data (ωB97M-V/def2-TZVPD) for C30H50BMgN4O4P2S2 as an isolated structure in a non-equilibrium geometry.

The geometry in ORCA input format:
```
! RIJCOSX wB97M-V def2-TZVPD def2/J DEFGRID3
* xyz -1 1
Mg 9.635 12.472 9.324
C 9.436 8.611 12.960
C 8.821 9.683 12.031
C 7.693 9.033 11.169
C 8.232 10.873 12.839
P 10.091 10.236 10.638
C 11.551 10.935 11.766
N 11.977 12.242 11.324
B 12.865 12.453 10.165
N 12.859 13.886 10.101
C 13.706 14.570 9.142
P 14.911 13.328 8.523
C 16.534 13.665 9.783
C 17.675 12.789 9.160
C 16.071 13.258 11.148
C 16.785 15.175 9.888
C 15.030 13.979 6.657
C 16.176 13.242 5.938
C 13.653 13.566 6.048
C 15.347 15.477 6.542
C 12.152 14.447 11.179
C 11.832 15.798 11.405
C 11.357 16.146 12.680
C 11.199 15.174 13.678
C 11.195 13.769 13.333
C 11.662 13.441 12.004
C 10.928 8.841 9.548
C 11.504 7.737 10.562
C 12.153 9.396 8.867
C 9.769 8.364 8.612
H 9.749 7.709 12.457
H 10.263 8.975 13.618
H 8.706 8.432 13.728
H 6.741 8.965 11.730
H 7.423 9.582 10.277
H 7.897 7.966 10.952
H 7.290 10.628 13.364
H 9.030 11.315 13.402
H 7.875 11.648 12.100
H 11.276 10.839 12.903
H 12.360 10.222 11.566
H 13.051 15.050 8.320
H 14.372 15.364 9.584
H 17.512 11.693 9.273
H 17.901 12.994 8.137
H 18.533 13.014 9.806
H 15.632 12.265 11.120
H 16.878 13.259 11.872
H 15.418 13.980 11.554
H 17.678 15.373 10.433
H 16.895 15.793 8.977
H 16.006 15.613 10.519
H 15.961 12.196 5.830
H 16.163 13.622 4.893
H 17.215 13.430 6.251
H 13.694 12.506 6.004
H 12.821 13.912 6.629
H 13.548 13.922 4.976
H 16.354 15.697 6.115
H 14.559 15.988 5.973
H 15.346 16.028 7.485
H 12.103 16.520 10.550
H 11.074 17.205 12.960
H 10.898 15.432 14.658
H 10.809 13.017 14.002
H 11.928 8.280 11.415
H 10.622 7.168 10.943
H 12.185 7.063 10.023
H 13.076 9.359 9.454
H 12.335 8.698 8.017
H 11.962 10.309 8.313
H 9.034 7.860 9.209
H 9.322 9.156 7.953
H 10.264 7.741 7.930
O 9.441 13.431 5.726
S 9.958 12.274 6.455
O 10.705 11.324 5.619
O 10.757 12.679 7.717
S 8.302 11.488 7.561
N 6.531 18.713 11.155
C 6.652 17.990 9.997
O 6.294 18.435 8.896
C 7.152 16.623 10.000
C 7.085 15.858 8.841
C 7.781 14.674 8.686
N 8.454 14.135 9.718
C 8.528 14.818 10.897
C 7.815 15.972 11.080
H 6.386 19.763 10.994
H 7.086 18.498 11.958
H 6.636 16.277 7.934
H 7.833 14.218 7.743
H 9.101 14.308 11.654
H 7.644 16.322 12.110
*
```

- E_HOMO: -0.0686 Eh
- Relative energy (zero: lowest compared OMol25 entry of this formula, charge and spin): 396.1 kJ/mol
- Kohn-Sham gap: 2.992 eV
- Total energy: -3397.18209 Ha
- LUMO level: 1.13 eV

Atomic partial charges in e from the Löwdin method, atoms 1 to 5:
1. Mg 0.36
2. C -0.11
3. C -0.66
4. C -0.13
5. C -0.08